Version i
{
  "formula": "C4H8N3S",
  "method": "ωB97M-V/def2-TZVPD",
  "elements": ["S", "N", "C", "N", "C", "C", "C", "N", "H", "H", "H", "H", "H", "H", "H", "H"],
  "coordinates": [[-2.865, 0.264, -0.498], [-1.833, 0.044, 0.913], [-0.483, -0.270, 0.645], [-0.268, -1.232, -0.412], [0.834, -1.294, -0.860], [1.972, -0.394, -0.315], [1.350, 0.863, -0.293], [0.216, 1.002, 0.300], [-3.490, 1.521, -0.052], [-2.422, -0.312, 1.703], [-0.090, -0.694, 1.569], [1.009, -1.782, -1.836], [1.977, -0.706, 0.765], [2.920, -0.529, -0.853], [1.678, 1.710, -0.924], [-0.505, 1.809, 0.148]],
  "smiles": "SN[C@H]1N=CCC=[NH+]1",
  "gap_ev": 8.02,
  "total_charge": 1,
  "spin_multiplicity": 1,
  "homo_ev": -13.0,
  "e_lumo_ha": -0.1813
}


Version ii
{
  "formula": "C4H8N3S",
  "method": "ωB97M-V/def2-TZVPD",
  "elements": ["N", "C", "S", "C", "N", "C", "C", "N", "H", "H", "H", "H", "H", "H", "H", "H"],
  "coordinates": [[-1.510, -1.706, -0.060], [-1.294, -0.409, -0.546], [-2.386, 0.912, 0.254], [0.049, 0.021, -0.247], [0.984, -0.747, 0.356], [2.177, 0.001, 0.453], [1.909, 1.226, -0.052], [0.611, 1.175, -0.467], [-2.243, -2.238, -0.594], [-1.774, -1.666, 0.972], [-1.359, -0.131, -1.756], [-1.403, 1.411, 1.077], [0.605, -1.607, 0.807], [3.119, -0.439, 0.812], [2.379, 2.183, -0.271], [0.135, 2.013, -0.735]],
  "smiles": "N[C@@H](S)c1[nH]cc[nH+]1",
  "gap_ev": 10.14,
  "total_charge": 1,
  "spin_multiplicity": 1,
  "homo_ev": -13.5,
  "e_lumo_ha": -0.1231
}


version ii is the most stable structure; the next one sits 2.064 eV above it.


Version i
{
  "formula": "C3H14N2O2",
  "method": "ωB97M-V/def2-TZVPD",
  "elements": ["C", "C", "N", "C", "N", "H", "H", "H", "H", "H", "H", "H", "H", "H", "H", "O", "H", "H", "O", "H", "H"],
  "coordinates": [[-0.680, 1.425, -0.728], [-0.238, 0.239, 0.059], [-1.111, 0.201, 1.218], [1.211, 0.532, 0.412], [1.763, -0.547, 1.308], [-0.170, 1.434, -1.769], [-1.746, 1.421, -1.051], [-0.401, 2.389, -0.169], [-0.277, -0.760, -0.534], [-1.692, 1.086, 1.344], [-1.885, -0.508, 1.198], [1.308, 1.428, 1.020], [1.854, 0.625, -0.596], [0.975, -1.202, 1.631], [2.348, -0.200, 2.098], [-4.037, -0.638, -0.888], [-4.671, -1.101, -1.417], [-3.253, -0.648, -1.414], [3.694, -1.501, -0.791], [2.999, -1.267, -0.164], [4.007, -2.408, -0.766]],
  "smiles": "C[C@H](N)CN.O.O",
  "gap_ev": 9.82,
  "spin_multiplicity": 1,
  "homo_ev": -9.2,
  "e_lumo_ha": 0.0224
}


Version ii
{
  "formula": "C3H14N2O2",
  "method": "ωB97M-V/def2-TZVPD",
  "elements": ["N", "C", "C", "C", "N", "H", "H", "H", "H", "H", "H", "H", "H", "H", "H", "O", "H", "H", "O", "H", "H"],
  "coordinates": [[-1.477, -2.353, -0.342], [-1.352, -0.907, -0.185], [-0.624, -0.563, 1.104], [-0.384, 0.943, 1.324], [0.981, 1.404, 0.984], [-0.613, -2.758, 0.018], [-1.457, -2.579, -1.326], [-0.840, -0.373, -1.002], [-2.344, -0.438, -0.145], [0.343, -1.069, 1.083], [-1.132, -0.932, 1.989], [-1.075, 1.485, 0.666], [-0.663, 1.225, 2.337], [1.454, 1.789, 1.798], [0.882, 2.159, 0.313], [2.209, -0.365, -0.971], [2.590, -1.195, -0.668], [1.775, 0.051, -0.181], [0.732, 1.693, -2.556], [-0.181, 1.730, -2.260], [1.176, 1.054, -1.978]],
  "smiles": "NCCCN.O.O",
  "gap_ev": 10.42,
  "spin_multiplicity": 1,
  "homo_ev": -9.6,
  "e_lumo_ha": 0.0286
}


Version iii
{
  "formula": "C3H14N2O2",
  "method": "ωB97M-V/def2-TZVPD",
  "elements": ["N", "C", "C", "C", "N", "H", "H", "H", "H", "H", "H", "H", "H", "H", "H", "O", "H", "H", "O", "H", "H"],
  "coordinates": [[-0.275, 0.542, -3.501], [0.340, -0.055, -2.280], [1.200, 0.931, -1.481], [1.393, 0.516, 0.001], [2.606, -0.238, 0.326], [0.250, 0.118, -4.254], [-0.136, 1.542, -3.566], [-0.434, -0.528, -1.679], [1.033, -0.823, -2.636], [0.671, 1.893, -1.417], [2.096, 1.143, -2.068], [1.397, 1.386, 0.650], [0.553, -0.157, 0.136], [3.376, 0.397, 0.213], [2.730, -1.006, -0.323], [-2.456, 1.042, 1.120], [-2.913, 0.438, 0.527], [-2.716, 1.949, 0.964], [-1.902, -2.543, 4.902], [-2.491, -1.840, 4.634], [-2.283, -3.076, 5.601]],
  "smiles": "NCCCN.O.O",
  "gap_ev": 9.71,
  "spin_multiplicity": 1,
  "homo_ev": -8.9,
  "e_lumo_ha": 0.0281
}


version ii is the most stable structure; the next one sits 0.712 eV above it.


Version i
{
  "formula": "C33H32FN2O4TeZn",
  "method": "ωB97M-V/def2-TZVPD",
  "elements": ["Zn", "O", "C", "O", "C", "C", "C", "C", "C", "N", "C", "O", "O", "H", "H", "H", "C", "C", "C", "C", "C", "C", "C", "C", "C", "C", "C", "C", "N", "C", "C", "C", "C", "C", "C", "F", "H", "H", "H", "H", "H", "H", "H", "H", "H", "H", "H", "H", "H", "H", "H", "H", "H", "H", "H", "H", "H", "C", "Te", "C", "C", "C", "C", "C", "C", "C", "H", "H", "H", "H", "H", "H", "H", "H"],
  "coordinates": [[-0.721, -1.629, 0.082], [-4.166, -0.174, -1.741], [-3.232, -0.628, -1.074], [-1.988, -0.286, -1.009], [-3.543, -1.873, -0.219], [-4.814, -2.445, -0.098], [-5.003, -3.487, 0.817], [-3.906, -3.965, 1.528], [-2.650, -3.337, 1.358], [-2.513, -2.400, 0.426], [-1.304, -3.664, 2.082], [-1.367, -4.562, 2.902], [-0.351, -2.951, 1.647], [-5.611, -2.129, -0.764], [-5.989, -3.899, 1.086], [-3.948, -4.779, 2.280], [2.291, -1.520, 2.438], [1.880, -0.024, 2.200], [0.431, 0.293, 2.754], [2.165, 0.548, 0.828], [2.870, 1.752, 0.776], [3.261, 2.370, -0.410], [2.949, 1.706, -1.583], [2.231, 0.500, -1.616], [1.953, 0.034, -3.050], [3.223, -0.688, -3.632], [0.636, -0.679, -3.383], [1.832, -0.151, -0.420], [1.162, -1.356, -0.389], [1.725, -2.537, -0.849], [3.112, -2.883, -0.681], [3.546, -4.182, -0.875], [2.725, -5.193, -1.352], [1.338, -4.899, -1.550], [0.904, -3.612, -1.324], [-0.461, -3.335, -1.430], [2.322, -1.708, 3.498], [3.247, -1.786, 1.951], [1.499, -2.178, 2.110], [2.513, 0.524, 2.890], [-0.378, -0.240, 2.221], [0.291, 1.402, 2.641], [0.348, -0.059, 3.807], [3.087, 2.287, 1.715], [3.841, 3.276, -0.417], [3.243, 2.152, -2.517], [1.960, 0.984, -3.625], [3.467, -1.631, -3.130], [4.112, -0.037, -3.549], [3.081, -0.961, -4.723], [0.732, -1.793, -3.214], [0.434, -0.596, -4.482], [-0.222, -0.335, -2.788], [3.818, -2.097, -0.413], [4.574, -4.363, -0.573], [3.112, -6.210, -1.505], [0.675, -5.655, -1.892], [-0.304, 4.227, 0.001], [-1.151, 2.305, -0.655], [-2.823, 3.011, 0.673], [-2.561, 4.416, 1.066], [-3.582, 5.262, 1.547], [-3.319, 6.603, 1.841], [-2.032, 7.161, 1.658], [-1.006, 6.355, 1.168], [-1.263, 5.030, 0.799], [0.115, 4.719, -0.905], [0.554, 3.891, 0.645], [-2.853, 2.298, 1.476], [-3.700, 2.810, 0.053], [-4.579, 4.858, 1.711], [-4.137, 7.265, 2.124], [-1.810, 8.153, 1.946], [0.025, 6.724, 1.093]],
  "gap_ev": 7.20,
  "total_charge": -1,
  "spin_multiplicity": 1,
  "homo_ev": -4.7,
  "e_lumo_ha": 0.0918
}


Version ii
{
  "formula": "C33H32FN2O4TeZn",
  "method": "ωB97M-V/def2-TZVPD",
  "elements": ["Zn", "O", "C", "O", "C", "C", "C", "C", "C", "N", "C", "O", "O", "H", "H", "H", "C", "C", "C", "C", "C", "C", "C", "C", "C", "C", "C", "C", "N", "C", "C", "C", "C", "C", "C", "F", "H", "H", "H", "H", "H", "H", "H", "H", "H", "H", "H", "H", "H", "H", "H", "H", "H", "H", "H", "H", "H", "C", "Te", "C", "C", "C", "C", "C", "C", "C", "H", "H", "H", "H", "H", "H", "H", "H"],
  "coordinates": [[-16.162, 1.104, 17.586], [-18.235, 4.391, 18.365], [-17.694, 3.470, 17.801], [-17.671, 2.160, 18.207], [-16.876, 3.598, 16.568], [-16.916, 4.640, 15.644], [-16.067, 4.626, 14.521], [-15.197, 3.627, 14.252], [-15.221, 2.560, 15.130], [-16.030, 2.597, 16.245], [-14.511, 1.184, 14.892], [-13.991, 1.050, 13.744], [-14.522, 0.446, 15.893], [-17.490, 5.520, 15.812], [-16.085, 5.477, 13.826], [-14.550, 3.584, 13.400], [-15.354, 2.981, 20.326], [-14.254, 1.920, 20.254], [-12.968, 2.582, 20.982], [-14.581, 0.510, 20.693], [-14.153, -0.047, 21.889], [-14.891, -1.056, 22.484], [-15.967, -1.621, 21.859], [-16.245, -1.350, 20.513], [-17.492, -1.871, 19.882], [-17.800, -3.246, 20.456], [-18.778, -0.995, 20.129], [-15.454, -0.336, 19.888], [-15.415, -0.315, 18.498], [-14.994, -1.427, 17.765], [-13.806, -2.078, 18.078], [-13.235, -3.019, 17.193], [-13.940, -3.484, 16.106], [-15.250, -2.942, 15.866], [-15.716, -1.906, 16.633], [-16.815, -1.225, 16.259], [-15.358, 3.722, 19.488], [-15.294, 3.617, 21.256], [-16.396, 2.589, 20.373], [-13.886, 1.925, 19.210], [-13.266, 2.862, 22.012], [-12.808, 3.528, 20.455], [-12.052, 1.951, 20.918], [-13.319, 0.446, 22.421], [-14.673, -1.555, 23.443], [-16.567, -2.407, 22.440], [-17.339, -1.925, 18.799], [-18.394, -3.124, 21.355], [-16.918, -3.884, 20.607], [-18.513, -3.735, 19.751], [-18.926, -0.746, 21.197], [-19.657, -1.480, 19.628], [-18.560, -0.064, 19.569], [-13.224, -1.781, 18.954], [-12.263, -3.387, 17.400], [-13.483, -4.245, 15.410], [-15.874, -3.274, 15.024], [-13.861, 0.334, 10.477], [-13.064, -0.970, 12.157], [-12.192, -2.101, 10.486], [-12.535, -1.390, 9.264], [-12.027, -1.884, 8.082], [-12.407, -1.370, 6.836], [-13.241, -0.194, 6.822], [-13.607, 0.411, 8.004], [-13.304, -0.217, 9.233], [-13.604, 1.324, 10.778], [-14.973, 0.173, 10.662], [-12.627, -3.126, 10.519], [-11.099, -2.158, 10.638], [-11.255, -2.686, 8.159], [-12.115, -1.910, 5.941], [-13.451, 0.382, 5.960], [-14.182, 1.354, 8.018]],
  "gap_ev": 6.99,
  "total_charge": -1,
  "spin_multiplicity": 1,
  "homo_ev": -4.7,
  "e_lumo_ha": 0.0858
}


version i is the most stable structure; the next one sits 1.736 eV above it.


Version i
{
  "formula": "C5H15NO2",
  "method": "ωB97M-V/def2-TZVPD",
  "elements": ["C", "O", "C", "C", "C", "C", "N", "H", "H", "H", "H", "H", "H", "H", "H", "H", "H", "H", "H", "H", "H", "H", "O"],
  "coordinates": [[-0.265, 1.268, -1.093], [0.027, 2.515, -0.527], [-0.602, 0.207, 0.093], [0.115, -1.203, -0.375], [0.723, -1.766, 0.913], [-0.866, -2.135, -1.064], [-1.947, 0.212, 0.317], [0.631, 1.000, -1.650], [-1.120, 1.331, -1.757], [-0.737, 2.820, -0.009], [-0.135, 0.574, 0.993], [0.947, -0.846, -0.971], [1.327, -2.642, 0.642], [-0.050, -2.004, 1.645], [1.483, -1.091, 1.325], [-1.916, -1.946, -0.879], [-0.674, -3.160, -0.812], [-0.753, -2.057, -2.141], [-2.246, 0.453, 1.252], [-2.601, -0.009, -0.424], [3.069, 3.507, 1.813], [2.562, 2.432, 0.934], [3.027, 2.541, 1.774]],
  "gap_ev": [10.93, 6.19],
  "total_charge": 1,
  "spin_multiplicity": 2,
  "s2": 0.7558,
  "homo_ev": [-14.1, -14.1],
  "e_lumo_ha": [-0.1183, -0.2925]
}


Version ii
{
  "formula": "C5H15NO2",
  "method": "ωB97M-V/def2-TZVPD",
  "elements": ["C", "N", "C", "C", "C", "C", "H", "H", "H", "H", "H", "H", "H", "H", "H", "H", "H", "H", "H", "O", "H", "H", "O"],
  "coordinates": [[-2.006, 0.642, 0.214], [-1.076, 0.143, -0.781], [0.294, 0.567, -0.708], [1.282, -0.270, -0.327], [2.678, 0.115, -0.003], [0.472, 2.029, -1.076], [-2.204, 1.743, 0.256], [-2.937, 0.107, 0.067], [-1.608, 0.331, 1.178], [-1.438, 0.097, -1.689], [0.915, -1.239, 0.010], [3.335, 0.084, -0.888], [2.693, 1.164, 0.334], [3.099, -0.559, 0.747], [-0.132, 2.746, -0.506], [0.111, 2.144, -2.139], [1.509, 2.411, -1.065], [-1.337, -3.163, -0.174], [-1.621, -1.665, -0.155], [-1.690, -2.491, 0.372], [0.384, -1.071, 2.043], [-0.578, -2.160, 1.795], [-0.145, -1.705, 2.496]],
  "gap_ev": [9.61, 5.36],
  "total_charge": 1,
  "spin_multiplicity": 2,
  "s2": 0.7521,
  "homo_ev": [-14.3, -14.3],
  "e_lumo_ha": [-0.1740, -0.3298]
}


version i is the most stable structure; the next one sits 0.837 eV above it.